# C2H4N2OS

C2H4N2OS as an isolated structure at a distorted geometry (ωB97M-V/def2-TZVPD, OMol25).

## Properties
Electronic energy, hartree: -661.4034
Orbital gap (alpha / beta), eV: 8.286 / 8.287
Charge: 0

XYZ file:
```
10
Properties=species:S:1:pos:R:3:lowdin_charge:R:1
C -1.049 0.273 -0.093 -0.94
C 1.133 1.006 -0.081 -0.11
N -0.575 -2.010 -0.246 0.11
N -0.659 -0.900 0.266 -0.15
O -0.260 1.421 -0.049 -0.12
S -2.658 0.305 0.066 0.74
H 1.547 0.580 0.989 0.14
H 1.789 1.867 -0.480 0.11
H 1.349 0.274 -0.896 0.08
H -0.618 -2.815 0.523 0.13
```


# C2H4N2OS

A 2-piece molecular cluster, C2H4N2OS overall at a distorted geometry (ωB97M-V/def2-TZVPD, OMol25).

## Properties
Electronic energy, hartree: -661.4782
Orbital gap, eV: 9.432
Charge: 0

XYZ file:
```
10
Properties=species:S:1:pos:R:3:lowdin_charge:R:1
C 0.036 1.223 1.807 -0.47
C -0.199 -0.387 -0.811 -0.55
N -0.889 1.436 1.094 0.18
N -0.258 -1.634 -0.513 -0.05
O 0.998 1.251 2.434 0.15
S 1.410 0.117 -1.538 0.64
H 0.831 1.333 -1.831 -0.13
H -1.226 1.055 0.254 0.00
H -1.198 -2.102 -0.420 0.13
H 0.496 -2.292 -0.474 0.08
```